1.
The following is a quantum chemistry calculation of a cluster of 4 separate species, C27H29NO7 in total, from the OMol25 dataset.

Geometry as XYZ:
```
64
Properties=species:S:1:pos:R:3
C -4.0676 -1.0206 2.5295
C -3.9111 -2.0175 1.3725
C -2.9522 -1.5827 0.2551
C -1.5668 -2.2232 0.3395
C -0.7848 -1.9422 1.6252
C -0.6689 -0.4776 1.9562
C 0.1151 0.4441 1.0196
C -0.0710 1.7532 1.7967
C -0.0403 1.2818 3.2527
O 0.0142 1.9783 4.2195
N -0.0931 -0.1657 3.2915
H -5.0512 -1.1142 2.9916
H -3.9631 0.0096 2.1841
H -3.3331 -1.1861 3.3199
H -4.8952 -2.1916 0.9394
H -3.5864 -2.9796 1.7783
H -2.8581 -0.4922 0.2354
H -3.3808 -1.8638 -0.7087
H -1.6802 -3.3061 0.2442
H -0.9691 -1.8913 -0.5151
H 0.2246 -2.3501 1.4916
H -1.2280 -2.4799 2.4668
H -1.6625 -0.0196 2.0157
H -0.1997 0.4518 -0.0188
H 1.1776 0.1827 1.1077
H 0.6663 2.5303 1.6020
H -1.0443 2.1975 1.5700
H 0.8883 -0.4517 3.3062
C 1.6730 3.1930 -3.5143
C 2.9032 3.5073 -3.9092
C 4.0947 3.1377 -3.0991
O 5.2102 3.4367 -3.4633
C 3.8624 2.3968 -1.8305
C 2.6279 2.0859 -1.4416
C 1.4396 2.4567 -2.2471
O 0.3175 2.1725 -1.8825
H 0.7898 3.4533 -4.0837
H 3.1024 4.0450 -4.8276
H 4.7416 2.1351 -1.2530
H 2.4261 1.5481 -0.5233
C 9.0481 1.9210 0.2601
C 9.8754 2.3145 1.2239
C 9.4040 3.1711 2.3425
O 10.1568 3.5311 3.2198
C 7.9725 3.5709 2.3433
C 7.1460 3.1769 1.3791
C 7.6190 2.3195 0.2639
O 6.8668 1.9574 -0.6165
H 9.3653 1.2989 -0.5670
H 10.9217 2.0378 1.2458
H 7.6539 4.1954 3.1682
H 6.1003 3.4570 1.3567
C -8.7750 -4.2279 -1.7685
C -7.6832 -4.1187 -1.0171
C -6.3551 -3.8492 -1.6239
O -5.3603 -3.7502 -0.9384
C -6.2911 -3.7041 -3.1001
C -7.3826 -3.8136 -3.8518
C -8.7119 -4.0838 -3.2458
O -9.7064 -4.1822 -3.9301
H -9.7547 -4.4242 -1.3520
H -7.7019 -4.2190 0.0607
H -5.3112 -3.5070 -3.5162
H -7.3635 -3.7131 -4.9295
```

Its energy above the lowest of the compared OMol25 structures with the same formula, charge and spin is 553.0 kJ/mol. The energy comes out at -44288.4369 eV. Its maximum force is 0.6 eV/A. The calculation puts the LUMO energy at -1.7 eV. Its structure (SMILES) is CCCCC[C@@H]1CCC(=O)N1.O=C1C=CC(=O)C=C1.O=C1C=CC(=O)C=C1.O=C1C=CC(=O)C=C1. The HOMO energy comes out at -9.62 eV.

2.
The following is a quantum chemistry calculation of a cluster of 2 separate species, C4H7NO in total, from the OMol25 dataset.

Geometry as XYZ:
```
13
Properties=species:S:1:pos:R:3
O 0.3383 -1.3002 -1.1754
C -0.6006 -0.7224 -0.3201
C -0.6336 -1.1047 1.1712
C 0.1457 1.5716 1.0424
N 1.1874 0.8877 0.8529
C -0.1480 0.2153 0.7122
H 1.2147 -1.0131 -0.8812
H -1.5537 -0.5805 -0.8245
H 0.1105 -1.8281 1.5004
H -1.6017 -1.1869 1.6618
H -0.1286 2.5862 1.3080
H 0.8315 0.9264 -2.3201
H 0.8382 1.5486 -2.7277
```

Its energy above the lowest of the compared OMol25 structures with the same formula, charge and spin is 493.7 kJ/mol. The energy comes out at -7794.5278 eV. Its maximum force is 0.4 eV/A. The calculation puts the LUMO energy at 1.0 eV. Its structure (SMILES) is O[C@H]1C[C@]12C=N2.[H][H]. The HOMO energy comes out at -9.59 eV.

3.
The following is a quantum chemistry calculation of an isolated molecule of H8N2Si2 at a distorted geometry, from the OMol25 dataset.

Geometry as XYZ:
```
12
Properties=species:S:1:pos:R:3
N 2.2019 -0.5979 0.5983
N 1.2065 -0.6604 -0.3489
Si -2.1653 0.0784 0.2140
Si -0.0503 0.4671 -0.4280
H 3.1373 -0.2431 0.3406
H 1.9262 0.0940 1.3235
H 1.4889 -1.2713 -1.1249
H -2.1240 -1.0683 1.1401
H -2.9756 1.1116 0.8686
H -2.9067 -0.3203 -1.0113
H 0.5661 1.5964 0.1864
H -0.3051 0.8139 -1.7582
```

Its energy above the lowest of the compared OMol25 structures with the same formula, charge and spin is 357.4 kJ/mol. The energy comes out at -18862.8224 eV. Its maximum force is 3.9 eV/A. The calculation puts the LUMO energy at 0.9 eV. Its structure (SMILES) is NN[SiH2][SiH3]. The HOMO energy comes out at -7.97 eV.

energy above the lowest of the compared OMol25 structures with the same formula, charge and spin of number 3 (H8N2Si2)?
357.4 kJ/mol

Which of these has the lowest HOMO?
C27H29NO7

Which formula does entry 3 have?
H8N2Si2